# C45H44N6OP2RuSSe2Si

A structure of composition C45H44N6OP2RuSSe2Si (wB97M-V/def2-TZVPD, the OMol25 dataset).

The frontier orbital gap comes out at 4.63 eV. For the largest force on an atom, the calculation gives 0.7 eV Å⁻¹. As for the net charge: +2. The HOMO energy is -11.6 eV. For the energy, the calculation gives -228921.49356 eV.

Geometry (Å):
Ru1 0.175 0.481 0.975
Se1 7.453 0.043 0.320
P1 6.076 1.581 0.525
C1 6.230 2.564 2.052
C2 6.868 1.961 3.135
C3 7.112 2.687 4.291
C4 6.712 4.014 4.379
C5 6.039 4.607 3.319
C6 5.799 3.886 2.158
C7 6.105 2.720 -0.875
C8 6.885 3.875 -0.869
C9 7.010 4.632 -2.023
C10 6.373 4.234 -3.193
C11 5.637 3.057 -3.216
C12 5.514 2.297 -2.062
C13 4.344 0.974 0.622
C14 3.059 1.449 0.335
N1 2.210 0.499 0.824
N2 2.909 -0.479 1.356
N3 4.184 -0.207 1.250
P2 2.278 2.799 -0.509
Se2 0.080 2.558 -0.005
C15 2.316 2.639 -2.285
C16 2.104 3.746 -3.105
C17 2.023 3.568 -4.477
C18 2.143 2.298 -5.023
C19 2.337 1.192 -4.201
C20 2.416 1.358 -2.830
C21 2.797 4.420 0.025
C22 3.786 5.093 -0.695
C23 4.208 6.340 -0.263
C24 3.652 6.909 0.875
C25 2.668 6.238 1.590
C26 2.233 4.994 1.167
H1 7.219 0.940 3.039
H2 7.640 2.222 5.114
H3 6.931 4.589 5.271
H4 5.727 5.642 3.384
H5 5.290 4.366 1.332
H6 7.417 4.173 0.026
H7 7.623 5.524 -2.017
H8 6.480 4.823 -4.095
H9 5.178 2.717 -4.136
H10 4.997 1.346 -2.094
H11 2.002 4.738 -2.685
H12 1.866 4.424 -5.119
H13 2.083 2.166 -6.095
H14 2.430 0.204 -4.631
H15 2.576 0.499 -2.188
H16 4.222 4.653 -1.583
H17 4.972 6.866 -0.819
H18 3.980 7.887 1.202
H19 2.231 6.690 2.470
H20 1.464 4.473 1.724
C27 -4.121 -3.381 -2.245
Si1 -3.072 -3.599 -0.724
C28 -3.873 -4.724 0.524
C29 -1.357 -4.186 -1.158
C30 -2.998 -1.875 0.115
C31 -4.199 -1.281 0.551
C32 -4.232 -0.037 1.152
C33 -3.036 0.637 1.360
N4 -1.888 0.093 0.983
C34 -1.886 -1.106 0.361
S1 -0.156 -1.362 -0.063
H21 -4.250 -4.339 -2.753
H22 -3.662 -2.689 -2.954
H23 -5.117 -3.005 -2.004
H24 -3.976 -5.729 0.109
H25 -4.873 -4.384 0.800
H26 -3.278 -4.802 1.436
H27 -1.441 -5.190 -1.582
H28 -0.700 -4.265 -0.289
H29 -0.872 -3.564 -1.912
H30 -5.133 -1.810 0.398
H31 -5.164 0.413 1.460
H32 -2.993 1.606 1.839
C35 1.571 0.940 7.312
N5 1.724 0.837 5.866
N6 0.694 0.424 5.065
C36 1.016 0.710 3.783
O1 0.178 0.293 2.868
C37 2.236 1.384 3.777
C38 2.633 1.461 5.101
C39 3.827 2.122 5.680
C40 -0.318 -0.493 5.510
C41 0.049 -1.780 5.873
C42 -0.935 -2.658 6.301
C43 -2.261 -2.248 6.344
C44 -2.612 -0.959 5.966
C45 -1.635 -0.067 5.550
H33 0.832 0.218 7.642
H34 1.254 1.944 7.593
H35 2.524 0.706 7.778
H36 2.793 1.752 2.932
H37 4.429 2.549 4.883
H38 4.441 1.407 6.228
H39 3.539 2.920 6.366
H40 1.086 -2.087 5.818
H41 -0.666 -3.663 6.595
H42 -3.025 -2.937 6.680
H43 -3.645 -0.643 6.011
H44 -1.885 0.947 5.268

Atom charges from the Löwdin analysis, given in e for atoms 1 to 6: atom 1 (Ru): 0.7958, atom 2 (Se): 0.3655, atom 3 (P): 0.4724, atom 4 (C): -0.3371, atom 5 (C): -0.0992, atom 6 (C): -0.0774


# C45H45ClNP2V

A structure of composition C45H45ClNP2V at a distorted geometry (wB97M-V/def2-TZVPD, the OMol25 dataset).

The frontier orbital gap (spin up / spin down) comes out at 4.81 / 5.97 eV. For the largest force on an atom, the calculation gives 3.0 eV Å⁻¹. The multiplicity is 2. As for the expectation value of S²: 0.987. As for the net charge: +3. The HOMO energy (spin up / spin down) is -16.2 / -16.2 eV. For the energy, the calculation gives -105645.52050 eV.

Geometry (Å):
V1 -0.669 -0.336 -0.164
Cl1 -2.687 -0.057 -1.197
P1 0.475 -0.567 -2.289
P2 -1.812 0.229 1.934
C1 2.309 -0.700 -2.368
C2 0.130 0.763 -3.527
C3 -0.096 -2.123 -3.072
C4 -2.601 -1.201 2.803
C5 -0.864 1.045 3.277
C6 -3.138 1.463 1.603
C7 2.974 -1.939 -2.482
C8 4.373 -2.004 -2.467
C9 5.136 -0.837 -2.369
C10 4.490 0.398 -2.233
C11 3.096 0.460 -2.211
H1 2.396 -2.855 -2.610
H2 4.869 -2.973 -2.562
H3 6.222 -0.887 -2.403
H4 5.068 1.320 -2.145
H5 2.605 1.431 -2.101
C12 -0.188 -3.311 -2.314
C13 -0.652 -4.491 -2.906
C14 -1.060 -4.490 -4.245
C15 -0.974 -3.315 -4.999
C16 -0.512 -2.135 -4.410
H6 0.095 -3.315 -1.254
H7 -0.698 -5.415 -2.326
H8 -1.447 -5.402 -4.702
H9 -1.265 -3.313 -6.049
H10 -0.456 -1.222 -5.001
C17 1.039 1.001 -4.567
C18 0.823 2.031 -5.489
C19 -0.325 2.825 -5.401
C20 -1.261 2.579 -4.391
C21 -1.036 1.551 -3.475
H11 1.933 0.385 -4.659
H12 1.557 2.208 -6.276
H13 -0.493 3.625 -6.125
H14 -2.166 3.186 -4.330
H15 -1.796 1.350 -2.717
C22 -0.923 2.431 3.488
C23 -0.104 3.033 4.444
C24 0.784 2.262 5.200
C25 0.914 0.898 4.930
C26 0.059 0.280 4.016
H16 -1.641 3.030 2.925
H17 -0.177 4.105 4.599
H18 1.368 2.732 5.981
H19 1.673 0.304 5.436
H20 0.087 -0.805 3.895
C27 -2.960 -2.357 2.091
C28 -3.554 -3.437 2.742
C29 -3.796 -3.384 4.118
C30 -3.464 -2.228 4.831
C31 -2.862 -1.147 4.181
H21 -2.793 -2.416 1.022
H22 -3.841 -4.326 2.181
H23 -4.250 -4.233 4.634
H24 -3.677 -2.163 5.896
H25 -2.591 -0.262 4.752
C32 -4.390 1.310 2.209
C33 -5.425 2.211 1.937
C34 -5.234 3.248 1.025
C35 -3.991 3.403 0.399
C36 -2.945 2.527 0.694
H26 -4.548 0.490 2.913
H27 -6.380 2.088 2.447
H28 -6.047 3.935 0.805
H29 -3.838 4.217 -0.311
H30 -1.967 2.668 0.217
H31 -2.805 -2.943 -0.814
H32 -2.509 -2.224 -0.894
C37 4.387 -0.265 1.140
N1 3.119 -0.972 0.801
C38 3.204 -2.423 1.116
C39 1.836 -0.396 1.442
C40 1.616 0.992 0.976
C41 2.353 2.032 1.559
C42 2.268 3.315 1.043
C43 1.376 3.587 -0.006
C44 0.586 2.560 -0.555
C45 0.717 1.274 -0.059
H33 4.509 -0.241 2.221
H34 4.395 0.744 0.735
H35 5.230 -0.814 0.682
H36 2.971 -0.870 -0.227
H37 3.371 -2.523 2.206
H38 2.250 -2.884 0.852
H39 4.005 -2.895 0.546
H40 1.048 -1.141 1.227
H41 2.046 -0.508 2.511
H42 3.009 1.794 2.395
H43 2.932 4.078 1.436
H44 1.310 4.592 -0.426
H45 -0.108 2.757 -1.381

Atom charges from the Löwdin analysis, given in e for atoms 1 to 6: atom 1 (V): 0.5364, atom 2 (Cl): 0.3802, atom 3 (P): 1.0453, atom 4 (P): 1.0366, atom 5 (C): -0.3645, atom 6 (C): -0.3541


# C45H45N9

A cluster of 9 separate species, C45H45N9 in total at a distorted geometry (wB97M-V/def2-TZVPD, the OMol25 dataset).

The frontier orbital gap comes out at 9.83 eV. As for the SMILES: c1ccncc1.c1ccncc1.c1ccncc1.c1ccncc1.c1ccncc1.c1ccncc1.c1ccncc1.c1ccncc1.c1ccncc1. The calculation puts the energy above the lowest of the compared OMol25 structures with the same formula, charge and spin at 31.85 kcal/mol. For the largest force on an atom, the calculation gives 2.7 eV Å⁻¹. The HOMO energy is -9.1 eV. For the energy, the calculation gives -60802.73411 eV.

Geometry (Å):
C1 19.870 17.011 11.620
C2 18.666 16.378 11.740
C3 17.524 17.034 12.225
N1 17.614 18.286 12.675
C4 18.759 18.889 12.616
C5 19.937 18.306 12.123
H1 20.708 16.550 11.218
H2 18.530 15.388 11.432
H3 16.537 16.565 12.240
H4 18.657 19.904 13.047
H5 20.888 18.781 12.197
C6 9.232 14.558 10.548
C7 9.081 13.501 11.403
C8 7.803 13.117 11.747
N2 6.745 13.749 11.368
C9 6.880 14.761 10.528
C10 8.102 15.212 10.118
H6 10.180 14.870 10.233
H7 9.900 12.844 11.736
H8 7.577 12.223 12.309
H9 5.945 15.208 10.196
H10 8.215 16.034 9.416
C11 16.999 14.720 14.700
C12 16.644 13.417 15.045
C13 15.401 13.175 15.696
N3 14.655 14.195 16.162
C14 15.062 15.418 15.876
C15 16.218 15.722 15.148
H11 17.938 14.952 14.215
H12 17.197 12.542 14.775
H13 15.021 12.198 15.909
H14 14.512 16.233 16.343
H15 16.546 16.765 15.071
C16 15.389 19.090 8.144
C17 15.472 19.315 9.481
C18 14.522 18.789 10.360
N4 13.500 18.015 9.910
C19 13.402 17.861 8.586
C20 14.290 18.406 7.699
H16 16.231 19.408 7.484
H17 16.351 19.807 9.922
H18 14.541 19.069 11.393
H19 12.569 17.242 8.245
H20 14.164 18.338 6.604
C21 8.580 10.258 9.131
C22 9.784 10.870 8.761
C23 10.941 10.614 9.491
N5 10.973 9.662 10.442
C24 9.809 9.126 10.822
C25 8.612 9.429 10.235
H21 7.694 10.551 8.582
H22 9.784 11.659 8.005
H23 11.837 11.172 9.377
H24 9.749 8.455 11.667
H25 7.638 9.071 10.639
C26 12.037 10.792 15.753
C27 11.613 9.844 14.785
C28 11.527 10.255 13.440
N6 11.706 11.558 13.093
C29 12.073 12.447 14.041
C30 12.222 12.098 15.359
H26 12.099 10.422 16.774
H27 11.563 8.807 15.043
H28 11.316 9.441 12.775
H29 12.091 13.491 13.686
H30 12.594 12.848 16.067
C31 16.597 9.369 8.450
C32 15.311 8.888 8.479
C33 14.310 9.681 7.984
N7 14.467 10.931 7.518
C34 15.680 11.387 7.532
C35 16.804 10.637 7.921
H31 17.420 8.760 8.787
H32 15.112 7.955 8.877
H33 13.307 9.254 8.068
H34 15.851 12.351 7.043
H35 17.803 11.052 7.728
C36 15.626 7.756 12.170
C37 16.815 7.789 12.866
C38 17.162 8.880 13.571
N8 16.308 9.866 13.761
C39 15.161 9.890 13.112
C40 14.819 8.874 12.267
H36 15.356 6.878 11.558
H37 17.512 6.985 12.780
H38 18.133 8.822 14.077
H39 14.534 10.809 13.194
H40 14.015 9.007 11.539
C41 13.089 13.725 10.831
C42 13.645 14.932 10.460
C43 14.998 15.035 10.322
N9 15.838 14.006 10.490
C44 15.355 12.816 10.791
C45 13.968 12.673 10.963
H41 12.042 13.581 11.091
H42 13.050 15.858 10.502
H43 15.397 16.017 10.061
H44 16.006 12.001 10.962
H45 13.536 11.705 11.285

Atom charges from the Löwdin analysis, given in e for atoms 1 to 6: atom 1 (C): -0.0681, atom 2 (C): -0.0714, atom 3 (C): -0.1467, atom 4 (N): 0.0414, atom 5 (C): -0.1780, atom 6 (C): -0.0513


# C45H46Cl72F3N6O5P2S

A cluster of 19 separate species, C45H46Cl72F3N6O5P2S in total at a distorted geometry (wB97M-V/def2-TZVPD, the OMol25 dataset).

The frontier orbital gap comes out at 7.84 eV. The calculation puts the energy above the lowest of the compared OMol25 structures with the same formula, charge and spin at 0.00 kcal/mol. For the largest force on an atom, the calculation gives 3.5 eV Å⁻¹. As for the net charge: +1. The HOMO energy is -10.8 eV. For the energy, the calculation gives -1005754.12211 eV.

Geometry (Å):
C1 -1.400 -7.072 -0.065
C2 -0.850 -5.643 0.227
C3 -1.716 -4.521 -0.454
N1 -1.265 -3.230 0.093
C4 -2.077 -2.064 -0.299
P1 -3.314 -1.842 1.172
S1 -3.441 -3.392 2.319
N2 -2.957 -2.468 -1.436
C5 -2.815 -1.801 -2.618
N3 -3.497 -2.290 -3.646
N4 -4.269 -3.435 -3.464
C6 -4.592 -4.006 -4.574
C7 -5.955 -4.723 -4.591
C8 -3.727 -4.070 -5.836
N5 -2.047 -0.658 -2.871
C9 -0.764 -0.747 -2.094
C10 0.079 0.518 -2.469
C11 -0.699 1.625 -3.246
C12 0.326 2.719 -3.645
O1 0.357 3.181 -4.759
N6 1.298 3.223 -2.685
C13 2.599 2.593 -2.723
C14 3.069 1.916 -1.562
C15 4.319 1.257 -1.474
C16 5.179 1.263 -2.618
C17 4.731 1.957 -3.769
C18 3.471 2.622 -3.851
C19 0.004 -2.010 -2.530
O2 0.105 -2.032 -3.985
C20 1.263 -2.582 -4.411
F1 1.066 -2.963 -5.683
F2 1.612 -3.668 -3.740
F3 2.241 -1.675 -4.442
C21 -1.231 -0.781 -0.586
C22 0.018 -0.599 0.342
C23 -0.153 -0.945 1.839
C24 1.209 -0.567 2.563
C25 0.992 0.189 3.900
C26 1.068 1.723 3.678
O3 -0.196 2.224 3.274
C27 -0.024 3.509 2.669
P2 -2.235 0.852 -0.412
O4 -2.094 1.461 1.136
O5 -3.827 0.534 -0.843
H1 -1.980 -7.394 0.819
H2 -1.983 -7.134 -0.995
H3 -0.535 -7.757 -0.091
H4 -0.954 -5.468 1.316
H5 0.225 -5.523 -0.002
H6 -2.754 -4.776 -0.193
H7 -1.510 -4.643 -1.542
H8 -0.295 -3.129 -0.189
H9 -4.588 -1.551 0.595
H10 -2.982 -0.723 1.969
H11 -3.932 -2.589 -1.168
H12 -3.452 -1.819 -4.544
H13 -5.969 -5.476 -5.390
H14 -6.788 -4.010 -4.619
H15 -6.017 -5.281 -3.635
H16 -4.092 -3.286 -6.539
H17 -3.961 -5.031 -6.324
H18 -2.653 -3.991 -5.616
H19 -1.845 -0.712 -3.872
H20 0.602 1.003 -1.639
H21 0.871 0.194 -3.175
H22 -1.088 1.261 -4.209
H23 -1.444 2.159 -2.641
H24 1.451 4.207 -2.889
H25 2.415 1.880 -0.678
H26 4.561 0.758 -0.547
H27 6.131 0.733 -2.547
H28 5.390 1.968 -4.644
H29 3.116 3.186 -4.754
H30 1.040 -1.916 -2.147
H31 -0.463 -2.962 -2.238
H32 0.854 -1.202 -0.063
H33 0.279 0.478 0.316
H34 -0.933 -0.369 2.358
H35 -0.314 -2.010 2.063
H36 1.801 0.068 1.872
H37 1.784 -1.498 2.702
H38 1.834 -0.055 4.573
H39 0.044 -0.094 4.386
H40 1.839 1.936 2.912
H41 1.370 2.208 4.632
H42 -0.903 4.134 2.883
H43 0.106 3.335 1.584
H44 0.867 4.036 3.059
H45 -2.921 1.372 1.638
H46 -4.353 1.320 -0.634
C28 6.180 3.908 1.330
Cl1 7.452 4.909 0.620
Cl2 5.462 2.868 0.075
Cl3 6.869 2.898 2.612
Cl4 4.922 4.954 2.015
C29 9.531 8.523 2.106
Cl5 9.698 8.253 0.363
Cl6 8.174 7.569 2.721
Cl7 11.018 8.027 2.926
Cl8 9.235 10.243 2.410
C30 7.657 8.239 6.748
Cl9 8.194 9.476 5.602
Cl10 6.631 7.058 5.911
Cl11 9.066 7.415 7.429
Cl12 6.732 9.001 8.048
C31 3.458 8.841 10.853
Cl13 4.799 9.263 11.926
Cl14 2.040 8.409 11.820
Cl15 3.070 10.225 9.820
Cl16 3.924 7.466 9.841
C32 -7.804 -2.825 3.649
Cl17 -6.477 -1.940 2.871
Cl18 -8.750 -3.667 2.413
Cl19 -7.132 -4.002 4.784
Cl20 -8.845 -1.691 4.519
C33 0.290 -7.121 3.992
Cl21 0.655 -7.205 5.722
Cl22 1.796 -6.897 3.085
Cl23 -0.483 -8.626 3.487
Cl24 -0.797 -5.756 3.685
C34 5.359 -2.884 -1.084
Cl25 5.200 -3.923 -2.506
Cl26 4.464 -1.360 -1.326
Cl27 4.720 -3.725 0.340
Cl28 7.067 -2.507 -0.829
C35 -1.218 -12.250 5.926
Cl29 -0.727 -10.557 6.048
Cl30 0.084 -13.192 5.178
Cl31 -1.552 -12.888 7.542
Cl32 -2.677 -12.361 4.931
C36 0.602 -11.549 0.854
Cl33 1.099 -9.854 0.974
Cl34 1.897 -12.492 0.103
Cl35 0.273 -12.183 2.476
Cl36 -0.863 -11.663 -0.135
C37 1.503 7.084 1.106
Cl37 2.969 7.262 2.080
Cl38 0.098 6.951 2.178
Cl39 1.319 8.490 0.052
Cl40 1.630 5.621 0.112
C38 1.590 12.177 -1.951
Cl41 1.957 12.544 -0.259
Cl42 -0.132 11.805 -2.116
Cl43 1.987 13.568 -2.964
Cl44 2.543 10.777 -2.472
C39 -6.338 -10.076 5.477
Cl45 -6.787 -10.992 4.030
Cl46 -7.031 -8.448 5.383
Cl47 -6.961 -10.900 6.913
Cl48 -4.575 -9.967 5.578
C40 1.585 14.308 -6.960
Cl49 1.571 16.024 -6.529
Cl50 3.229 13.672 -6.795
Cl51 0.502 13.421 -5.878
Cl52 1.042 14.114 -8.633
C41 -6.586 -1.827 -8.155
Cl53 -8.212 -1.151 -8.040
Cl54 -6.679 -3.526 -8.637
Cl55 -5.644 -0.922 -9.342
Cl56 -5.790 -1.717 -6.565
C42 3.106 5.178 -7.502
Cl57 4.378 6.172 -8.226
Cl58 2.375 4.152 -8.743
Cl59 3.805 4.152 -6.227
Cl60 1.869 6.222 -6.792
C43 -10.322 1.000 1.836
Cl61 -10.410 2.651 2.463
Cl62 -8.641 0.438 1.890
Cl63 -11.334 -0.063 2.824
Cl64 -10.898 0.972 0.162
C44 -1.737 8.469 -4.017
Cl65 -3.312 9.274 -4.060
Cl66 -1.948 6.741 -4.348
Cl67 -0.678 9.179 -5.244
Cl68 -1.009 8.681 -2.420
C45 3.591 -11.071 6.986
Cl69 4.105 -12.201 5.724
Cl70 2.612 -11.931 8.184
Cl71 5.014 -10.374 7.773
Cl72 2.623 -9.780 6.260

Atom charges from the Löwdin analysis, given in e for atoms 1 to 6: atom 1 (C): -0.0954, atom 2 (C): -0.2475, atom 3 (C): -0.2550, atom 4 (N): -0.0545, atom 5 (C): -0.5166, atom 6 (P): 0.4352